{
  "formula": "C10H12O2",
  "method": "ωB97M-V with the def2-TZVPD basis set",
  "fmax_ev_per_a": 0.2,
  "smiles": "CC(C)CC1=CC(=O)C=CC1=O",
  "e_tot_ha": -538.6933,
  "orbital_gap_ev": 8.9,
  "species": ["C", "C", "C", "C", "C", "C", "C", "O", "C", "C", "C", "O", "H", "H", "H", "H", "H", "H", "H", "H", "H", "H", "H", "H"],
  "coordinates": [[-1.939, -0.226, 0.818], [-1.053, -1.333, 0.256], [-1.414, -2.712, 0.842], [0.448, -1.064, 0.476], [0.907, 0.268, -0.028], [0.869, 1.413, 0.656], [1.361, 2.677, 0.052], [1.755, 3.605, 0.722], [1.356, 2.741, -1.439], [1.416, 1.613, -2.138], [1.494, 0.313, -1.414], [2.032, -0.654, -1.906], [-1.643, 0.029, 1.840], [-1.880, 0.686, 0.225], [-2.980, -0.550, 0.841], [-1.212, -1.367, -0.826], [-2.208, -2.625, 1.584], [-0.557, -3.174, 1.335], [-1.758, -3.401, 0.071], [0.698, -1.181, 1.533], [1.005, -1.827, -0.070], [0.516, 1.458, 1.680], [1.335, 3.724, -1.891], [1.453, 1.588, -3.219]]
}



{
  "formula": "C2H8N3O",
  "method": "ωB97M-V with the def2-TZVPD basis set",
  "charge": 1,
  "fmax_ev_per_a": 4.5,
  "e_tot_ha": -320.2293,
  "orbital_gap_ev": 11.6,
  "species": ["C", "C", "N", "N", "N", "O", "H", "H", "H", "H", "H", "H", "H", "H"],
  "coordinates": [[1.662, 1.525, -0.144], [1.937, -0.344, 0.024], [-2.383, -0.040, 0.078], [0.776, 0.280, -0.026], [2.171, -1.639, 0.169], [2.817, 0.627, -0.113], [1.843, 2.264, -0.889], [1.552, 1.948, 0.897], [-2.678, 0.845, -0.456], [-2.684, -0.709, -0.655], [-0.153, -0.039, 0.003], [-2.993, -0.201, 0.839], [1.377, -2.191, 0.097], [2.997, -2.072, -0.095]]
}



{
  "formula": "C3H9NO3",
  "method": "ωB97M-V with the def2-TZVPD basis set",
  "fmax_ev_per_a": 3.1,
  "smiles": "N[C@@H](C=O)CO.O",
  "e_tot_ha": -400.1202,
  "orbital_gap_ev": 10.3,
  "species": ["N", "C", "C", "O", "C", "O", "H", "H", "H", "H", "H", "H", "H", "O", "H", "H"],
  "coordinates": [[-1.153, -1.674, 0.622], [-0.668, -0.254, 0.799], [0.819, -0.269, 1.509], [1.327, 0.658, 2.042], [-0.459, 0.471, -0.490], [-1.777, 0.426, -1.161], [-1.663, -2.061, 1.372], [-1.730, -1.824, -0.211], [-1.448, 0.309, 1.352], [1.195, -1.322, 1.449], [0.340, -0.030, -1.039], [-0.206, 1.583, -0.565], [-2.291, -0.137, -0.553], [2.596, 1.192, -1.374], [2.940, 0.897, -2.233], [2.176, 2.034, -1.520]]
}



{
  "formula": "C43H65AsCaGeN2O9P2Si",
  "method": "ωB97M-V with the def2-TZVPD basis set",
  "fmax_ev_per_a": 3.2,
  "e_tot_ha": -8426.7431,
  "orbital_gap_ev": 6.4,
  "species": ["Ca", "C", "C", "O", "P", "O", "O", "O", "P", "O", "O", "O", "H", "H", "H", "H", "H", "H", "H", "O", "N", "N", "O", "C", "C", "C", "C", "C", "C", "H", "H", "H", "H", "H", "C", "Si", "C", "C", "C", "C", "C", "C", "C", "C", "H", "H", "H", "H", "H", "H", "H", "H", "H", "H", "H", "H", "H", "H", "H", "H", "H", "H", "H", "H", "H", "C", "C", "C", "C", "Ge", "C", "C", "C", "C", "H", "H", "H", "H", "H", "H", "H", "H", "H", "H", "H", "H", "H", "H", "H", "H", "H", "H", "H", "C", "C", "C", "C", "C", "C", "As", "C", "C", "C", "C", "C", "C", "C", "C", "C", "C", "C", "C", "H", "H", "H", "H", "H", "H", "H", "H", "H", "H", "H", "H", "H"],
  "coordinates": [[-0.971, -0.626, -0.719], [-3.282, -1.762, -4.597], [-3.179, -2.319, -3.176], [-3.692, -3.660, -3.085], [-4.292, -1.337, -2.002], [-4.379, -2.423, -0.803], [-2.615, 0.614, -2.216], [-3.063, -0.376, -1.246], [-1.409, -2.441, -2.717], [-1.502, -2.747, -1.075], [-0.833, -3.600, -3.422], [-0.719, -1.073, -2.793], [-4.258, -2.018, -5.011], [-2.507, -2.185, -5.238], [-3.177, -0.675, -4.602], [-3.025, -4.246, -3.480], [-4.144, -3.311, -1.134], [-1.826, 0.123, -2.606], [-0.533, -2.845, -0.881], [-2.367, 0.284, 1.731], [-1.353, 0.172, 2.599], [-0.499, -0.682, 2.282], [-0.482, -1.402, 1.227], [0.661, -0.765, 3.183], [1.744, -1.486, 2.726], [2.883, -1.568, 3.512], [2.919, -0.935, 4.745], [1.813, -0.222, 5.194], [0.672, -0.130, 4.415], [1.698, -1.970, 1.768], [3.740, -2.121, 3.144], [3.808, -1.000, 5.362], [1.839, 0.274, 6.156], [-0.195, 0.423, 4.752], [-3.614, 0.953, 4.220], [-3.500, 1.454, 2.432], [-2.717, 3.157, 2.247], [-3.606, 4.208, 2.933], [-1.335, 3.181, 2.923], [-2.529, 3.537, 0.764], [-5.159, 1.127, 1.613], [-5.402, -0.392, 1.657], [-6.273, 1.814, 2.423], [-5.251, 1.625, 0.163], [-4.520, 1.349, 4.688], [-2.756, 1.314, 4.793], [-3.638, -0.139, 4.304], [-3.784, 3.973, 3.990], [-4.576, 4.308, 2.441], [-3.111, 5.185, 2.887], [-1.388, 2.903, 3.981], [-0.933, 4.199, 2.864], [-0.621, 2.523, 2.423], [-3.479, 3.782, 0.290], [-2.051, 2.741, 0.187], [-1.883, 4.420, 0.692], [-5.416, -0.767, 2.686], [-4.641, -0.950, 1.111], [-6.376, -0.618, 1.207], [-6.329, 1.436, 3.447], [-7.236, 1.611, 1.942], [-6.151, 2.897, 2.472], [-4.418, 1.290, -0.450], [-5.283, 2.713, 0.117], [-6.178, 1.250, -0.289], [4.193, 4.425, 1.287], [3.452, 3.097, 1.168], [3.460, 2.546, -0.255], [2.538, 1.331, -0.417], [0.548, 1.650, -0.547], [0.332, 2.403, -2.421], [0.885, 3.792, -2.769], [0.134, 4.929, -2.086], [0.688, 6.303, -2.452], [4.202, 4.793, 2.316], [3.716, 5.187, 0.664], [5.231, 4.326, 0.956], [2.414, 3.228, 1.487], [3.906, 2.359, 1.841], [4.495, 2.283, -0.520], [3.156, 3.344, -0.939], [2.713, 0.645, 0.420], [2.813, 0.778, -1.325], [0.509, 2.975, 0.298], [-0.743, 2.401, -2.646], [0.774, 1.656, -3.095], [0.830, 3.948, -3.855], [1.944, 3.857, -2.501], [0.187, 4.787, -1.003], [-0.926, 4.872, -2.364], [1.732, 6.395, -2.136], [0.121, 7.107, -1.977], [0.653, 6.463, -3.534], [3.120, -2.733, -5.477], [3.052, -3.921, -4.761], [2.690, -3.911, -3.420], [2.400, -2.707, -2.792], [2.477, -1.516, -3.508], [2.834, -1.528, -4.850], [1.847, -2.577, -0.923], [1.786, -4.461, -0.446], [0.786, -5.378, -0.744], [0.923, -6.697, -0.329], [2.048, -7.088, 0.388], [3.047, -6.170, 0.683], [2.923, -4.851, 0.263], [3.942, -3.788, 0.446], [5.162, -3.940, 1.100], [6.059, -2.882, 1.148], [5.750, -1.670, 0.540], [4.528, -1.503, -0.100], [3.631, -2.558, -0.140], [3.387, -2.747, -6.527], [3.277, -4.862, -5.248], [2.617, -4.844, -2.877], [2.233, -0.576, -3.027], [2.874, -0.599, -5.405], [-0.077, -5.090, -1.333], [0.156, -7.420, -0.573], [2.154, -8.118, 0.707], [3.926, -6.490, 1.230], [5.417, -4.883, 1.568], [7.008, -3.005, 1.656], [6.457, -0.851, 0.568], [4.288, -0.559, -0.565]]
}